No. 1
The following is a quantum chemistry calculation of 2 unconnected molecules or ions with the total composition C4H12N2 at a distorted geometry, from the Open Molecules 2025 dataset.

2S+1: 1
net charge: 0
total energy: -7320.7875 eV
orbital gap: 9.44 eV
energy above the lowest of the compared OMol25 structures with the same formula, charge and spin: 2.241 eV
HOMO level: -8.34 eV

Geometry as XYZ:
```
18
Properties=species:S:1:pos:R:3:forces:R:3
C 2.642656 -0.664292 -0.529369 -1.10 -0.24 -0.32
N 2.359028 0.513321 -0.202441 0.15 0.43 -0.09
C 1.845761 0.779431 1.120155 -0.32 -0.15 0.33
H 3.028754 -0.847263 -1.530681 0.17 -0.07 0.13
H 2.294233 -1.525639 0.061213 0.54 -0.02 0.14
H 1.804288 -0.110000 1.766009 0.51 0.05 0.07
H 2.473604 1.581694 1.507053 -0.02 -0.22 0.45
H 0.815846 1.142836 1.165397 0.05 0.20 -0.74
C -2.923117 0.751171 -0.224692 -0.81 -0.92 2.60
N -1.825345 -0.047537 0.309054 1.66 -0.21 -1.94
C -1.412169 -1.120700 -0.599419 -0.86 -0.37 -0.15
H -2.999262 1.720627 0.266494 0.50 0.34 -0.42
H -3.854335 0.274095 0.129980 -0.30 0.05 -0.87
H -2.859212 0.795971 -1.300032 -0.01 0.23 -0.10
H -1.767123 -0.404825 1.237140 -0.90 0.51 0.61
H -2.079821 -1.156534 -1.468029 0.20 0.27 -0.09
H -0.390936 -1.047599 -0.968643 0.15 0.09 0.12
H -1.590497 -2.117310 -0.178650 0.39 0.04 0.28
```
Forces are in eV/Å.

No. 2
The following is a quantum chemistry calculation of a single C10H16Si molecule at a distorted geometry, from the Open Molecules 2025 dataset.

2S+1: 1
net charge: 0
total energy: -18501.6678 eV
orbital gap: 10.54 eV
energy above the lowest of the compared OMol25 structures with the same formula, charge and spin: 6.287 eV
HOMO level: -9.66 eV

Geometry as XYZ:
```
27
Properties=species:S:1:pos:R:3:forces:R:3
C -0.243814 -1.156280 3.204548 -0.87 0.46 -0.20
C -0.510444 -0.662666 2.137409 1.33 0.84 -1.44
Si 0.063252 0.130227 0.510181 -0.91 2.07 0.16
C 0.747849 2.271609 0.991525 -1.27 -5.54 -1.26
C 0.907586 3.407578 1.295630 0.41 3.08 0.95
C -1.565123 0.400408 -0.599409 3.59 0.24 -1.16
C -2.291129 1.572708 -0.032980 -2.46 0.57 -0.29
C -2.367845 -0.837801 -0.562636 -2.42 -0.70 0.88
C 1.430941 -0.980493 -0.171027 0.74 0.00 -0.48
C 2.702340 -0.884521 0.747562 -3.56 -2.28 -1.09
C 1.873584 -0.729724 -1.644651 0.77 -0.30 -1.14
H -0.306782 -1.403003 4.215520 0.28 -0.58 0.94
H 1.033435 4.446625 1.617089 -0.06 -1.06 -0.40
H -1.107116 0.513619 -1.679292 -1.12 0.17 1.83
H -3.424734 1.310004 -0.003637 1.77 0.45 0.23
H -1.921816 1.734567 0.986956 -0.55 0.62 -0.19
H -2.263409 2.478304 -0.668361 0.44 -0.29 0.65
H -2.747235 -1.072409 0.517040 0.70 0.30 -1.88
H -1.729068 -1.625647 -0.913083 -0.19 -0.98 -0.21
H -3.308590 -0.721945 -1.227500 1.46 -0.38 0.95
H 1.134632 -2.033863 -0.029118 -0.51 0.42 -0.28
H 2.993310 0.064596 0.719858 1.98 3.87 -0.21
H 2.254146 -1.036127 1.684601 0.37 -0.72 1.84
H 3.385194 -1.615100 0.404107 0.95 -0.59 0.11
H 2.974041 -0.667519 -1.604700 -0.23 -0.12 -0.15
H 1.627099 0.251545 -2.117727 -0.41 -0.73 0.51
H 1.688979 -1.565569 -2.410977 -0.24 1.19 1.29
```
Forces are in eV/Å.

No. 3
The following is a quantum chemistry calculation of a molecular structure, C39H20BrCl3GeN8O2Pt, from the Open Molecules 2025 dataset.

2S+1: 2
net charge: +1
total energy: -224159.1466 eV
orbital gap (spin up / spin down): 5.36 / 5.86 eV
energy above the lowest of the compared OMol25 structures with the same formula, charge and spin: 0.000 eV
HOMO level (spin up / spin down): -9.75 / -11.40 eV

Geometry as XYZ:
```
75
Properties=species:S:1:pos:R:3:forces:R:3
Pt -1.099888 0.040063 -0.310235 0.15 -0.06 -0.04
C 4.102050 -0.633813 -4.259572 -0.13 0.07 -0.23
C 3.924067 0.731537 -4.479756 0.03 -0.11 -0.05
C 2.903356 1.439912 -3.854279 0.00 0.04 0.05
C 2.071798 0.728419 -3.012179 0.01 0.06 -0.04
C 0.943168 1.142566 -2.176196 -0.02 0.16 -0.04
N 0.543139 2.395954 -2.055434 -0.01 -0.14 0.09
C -0.432617 2.777152 -1.257555 0.03 0.04 -0.05
C -0.796162 4.178916 -1.035418 0.02 -0.02 -0.02
C -0.265420 5.353669 -1.526934 -0.01 0.02 -0.02
C -0.846669 6.541110 -1.089857 -0.02 0.01 0.01
C -1.915910 6.538915 -0.197446 0.00 0.01 0.00
C -2.447952 5.349377 0.293090 0.00 -0.01 -0.02
C -1.866398 4.176798 -0.143991 0.01 0.01 0.00
C -2.153224 2.773423 0.159440 -0.03 0.07 -0.06
N -3.141772 2.384756 0.938522 0.01 -0.08 -0.02
C -3.372708 1.126072 1.255258 0.01 0.04 0.16
N -2.630259 0.033457 0.931529 -0.19 0.02 -0.26
C -3.159346 -1.074466 1.520613 0.07 -0.11 0.10
N -2.685078 -2.304058 1.491422 -0.02 0.09 -0.02
C -1.617818 -2.666179 0.807384 0.03 0.02 -0.06
N -0.869665 -1.903627 -0.042494 -0.09 -0.03 0.17
C 0.145627 -2.651068 -0.553782 -0.02 -0.11 0.01
N 1.082247 -2.273327 -1.400118 -0.15 -0.07 -0.07
C 1.203477 -1.047603 -1.857692 0.00 0.12 -0.18
N 0.450827 0.046780 -1.538446 0.00 -0.07 0.02
C 2.246049 -0.636086 -2.796935 -0.12 -0.11 -0.19
C 3.261844 -1.344962 -3.409006 -0.29 0.07 -0.25
C 0.055667 -4.003259 -0.002587 0.00 0.04 0.00
C 0.835569 -5.127394 -0.188540 0.00 -0.03 0.01
C 0.473315 -6.272586 0.514589 0.02 0.00 -0.01
C -0.628985 -6.281139 1.367171 0.00 -0.01 0.00
C -1.411206 -5.144833 1.549319 -0.01 0.01 -0.01
C -1.046902 -4.011793 0.848772 -0.01 -0.03 0.02
C -4.349044 -0.678411 2.274751 0.00 -0.04 0.01
C -5.237038 -1.406323 3.041476 0.00 0.02 0.01
C -6.277877 -0.702443 3.640344 -0.01 0.00 0.01
C -6.411372 0.674151 3.475200 -0.01 0.02 0.00
C -5.509887 1.402800 2.704253 0.00 -0.02 0.02
C -4.482956 0.698071 2.108637 -0.01 0.03 0.00
N -1.268868 1.992793 -0.518281 0.04 0.00 0.02
H 4.910039 -1.148126 -4.763021 0.01 0.00 -0.01
H 4.597242 1.249282 -5.150116 0.00 0.00 0.00
H 2.773392 2.501976 -4.008614 -0.03 0.01 0.00
H 0.563440 5.350758 -2.221406 0.01 -0.02 0.01
H -0.463141 7.487234 -1.447367 0.01 -0.01 -0.01
H -2.338536 7.482791 0.119605 0.00 0.00 0.00
H -3.278323 5.341626 0.985522 0.00 -0.01 0.00
H 3.395408 -2.403090 -3.230066 -0.04 0.02 -0.04
H 1.689202 -5.117509 -0.852478 -0.01 0.01 -0.01
H 1.056704 -7.176121 0.398543 0.00 0.00 0.00
H -0.878877 -7.191280 1.895656 0.00 0.01 0.00
H -2.268059 -5.143833 2.209103 0.00 0.00 0.00
H -5.126919 -2.474183 3.170084 0.01 0.00 -0.01
H -6.999224 -1.230927 4.248981 0.01 -0.01 -0.01
H -7.232973 1.185907 3.958046 0.00 0.00 0.00
H -5.608504 2.472103 2.578308 0.02 0.00 -0.02
Br 3.977229 2.829918 -0.429099 -0.10 -0.02 -0.05
C 4.067056 0.947352 -0.538358 0.08 -0.08 0.08
C 5.075058 0.442578 -1.348838 0.06 0.04 0.19
C 5.276290 -0.922815 -1.444323 0.15 0.00 0.34
C 4.479858 -1.797287 -0.720006 0.13 0.04 0.24
C 3.476157 -1.297723 0.086233 0.10 0.04 0.12
C 3.235109 0.077062 0.184511 0.08 0.27 -0.02
C 2.102977 0.568938 1.021547 -0.31 -0.56 0.28
O 1.508200 -0.438723 1.728493 0.23 -0.50 0.46
O 1.652016 1.672286 1.092008 0.20 0.70 -0.14
H 5.708348 1.131631 -1.889772 -0.01 -0.01 0.00
H 6.070829 -1.300624 -2.074735 -0.01 0.00 -0.01
H 4.640044 -2.865082 -0.779445 0.00 -0.01 0.00
H 2.846261 -1.977761 0.638465 0.02 0.02 0.07
Cl 2.436771 0.639106 4.550693 -0.07 -0.12 -0.03
Ge 0.883286 -0.190089 3.393533 -0.07 0.16 -0.54
Cl 0.278985 -2.138513 3.966333 0.13 0.15 -0.07
Cl -0.822525 1.069815 3.456940 0.10 -0.02 0.05
```
Forces are in eV/Å.

No. 4
The following is a quantum chemistry calculation of 2 unconnected molecules or ions with the total composition C6H15NO2 at a distorted geometry, from the Open Molecules 2025 dataset.

2S+1: 1
net charge: 0
total energy: -12050.1623 eV
orbital gap: 10.06 eV
energy above the lowest of the compared OMol25 structures with the same formula, charge and spin: 1.249 eV
HOMO level: -9.23 eV

Geometry as XYZ:
```
24
Properties=species:S:1:pos:R:3:forces:R:3
C -1.980193 -2.105598 -0.015962 -0.23 0.33 0.26
O -0.825716 -2.693300 0.567895 0.33 0.50 0.22
C 0.049364 -1.867407 1.257916 -0.41 -0.46 -0.84
C 1.415187 -2.386646 0.938789 -0.55 -0.80 0.20
O -0.268594 -0.927742 1.925222 -0.13 -0.08 -0.15
H -1.704369 -1.668135 -0.978235 -0.06 -0.02 0.00
H -2.712845 -2.896584 -0.166323 0.06 0.06 0.04
H -2.388597 -1.324830 0.627774 -0.05 -0.08 -0.02
H 1.677034 -2.038271 -0.060723 0.03 0.10 0.02
H 2.143501 -2.046038 1.670631 0.08 -0.36 -0.06
H 1.223423 -3.485540 0.842714 0.95 0.80 0.34
C -1.386439 1.878985 0.111680 0.18 0.12 0.04
C -0.044276 2.407165 -0.378583 -0.03 -0.33 -0.14
C 0.869539 1.280250 -0.852312 -0.12 0.06 0.18
N 2.106197 1.826061 -1.395536 0.23 0.01 -0.05
H -2.000903 2.691345 0.493750 -0.11 0.02 0.02
H -1.927720 1.392526 -0.698343 -0.09 -0.06 -0.07
H -1.238412 1.156104 0.911726 -0.06 -0.07 0.06
H 0.451614 2.945105 0.433254 0.05 0.07 -0.01
H -0.187329 3.106719 -1.204164 0.05 0.06 0.02
H 1.034506 0.585826 -0.011516 -0.08 0.06 -0.10
H 0.377450 0.718664 -1.653383 -0.06 0.01 0.06
H 2.732281 1.080522 -1.680682 0.00 0.12 0.03
H 2.585298 2.370820 -0.685591 0.02 -0.07 -0.07
```
Forces are in eV/Å.

No. 5
The following is a quantum chemistry calculation of 2 unconnected molecules or ions with the total composition C4H14N2O at a distorted geometry, from the Open Molecules 2025 dataset.

2S+1: 2
net charge: +1
total energy: -9393.9049 eV
orbital gap (spin up / spin down): 11.32 / 6.61 eV
energy above the lowest of the compared OMol25 structures with the same formula, charge and spin: 0.665 eV
HOMO level (spin up / spin down): -14.13 / -13.95 eV

Geometry as XYZ:
```
21
Properties=species:S:1:pos:R:3:forces:R:3
C -1.926735 -0.713027 1.866391 0.16 -1.02 0.87
N -1.037464 -0.236989 0.865626 -0.95 1.64 -0.61
C -1.616414 0.116061 -0.404035 0.39 -0.78 -0.53
C -0.376961 0.346761 -1.265660 -0.04 -0.18 -0.83
N 0.334145 1.403179 -0.586720 -0.26 -0.29 0.19
C 1.755917 1.567174 -0.904230 -0.39 0.45 -0.01
H -2.288428 -1.711218 1.568317 -0.05 0.28 -0.19
H -1.456121 -0.869453 2.835503 0.16 0.36 -0.10
H -2.811160 -0.071252 1.962418 0.13 0.07 -0.11
H -0.248672 0.500387 0.876197 0.36 -0.74 0.73
H -2.166678 1.066235 -0.302242 -0.03 -0.20 0.04
H -2.275753 -0.662450 -0.775554 -0.21 -0.02 0.05
H -0.645095 0.551779 -2.309113 -0.14 0.29 0.14
H 0.226202 -0.567775 -1.345943 0.03 0.20 0.41
H -0.202708 2.258371 -0.670121 0.27 0.17 -0.07
H 1.984476 2.616630 -0.770764 0.32 0.09 0.23
H 1.954216 1.343738 -1.946365 0.11 -0.25 -0.18
H 2.358631 0.953870 -0.243630 0.17 -0.08 -0.06
H 2.180649 -2.293878 0.780645 0.08 0.33 0.13
H 3.165045 -3.276593 0.301260 0.48 0.36 -0.08
O 3.092907 -2.321559 0.468023 -0.60 -0.69 -0.05
```
Forces are in eV/Å.